1.
The following is a DFT calculation (ωB97M-V/def2-TZVPD) of an isolated molecule of C4H9NO2 at a distorted geometry.

Last column: natural (NBO) charge in e.
Element x y z (Å)
H: 1.490 0.175 0.718  0.19
C: 0.577 -0.297 1.078  -0.08
H: -1.393 -0.450 0.252  0.18
H: -0.211 1.297 -1.649  0.39
C: -1.109 1.617 0.717  -0.61
C: 0.145 -0.615 -2.027  0.54
H: -0.439 -0.476 -2.969  0.10
H: -1.674 1.346 1.608  0.22
O: 0.696 -1.648 -1.757  -0.57
N: -0.061 0.431 -1.156  -0.66
H: -0.391 -0.422 2.702  0.45
C: -0.559 0.260 0.214  -0.06
H: 0.666 -1.375 0.897  0.18
H: -1.699 2.140 -0.025  0.21
H: -0.314 2.296 0.994  0.22
O: 0.444 -0.011 2.470  -0.70

Computed properties:
SMILES ... C[C@H](CO)NC=O
DFT total energy ... -9878.435 eV
Frontier orbital gap ... 10.47 eV
E_HOMO ... -9.715 eV
Relative energy (zero: lowest compared OMol25 entry of this formula, charge and spin) ... 156.9 kJ/mol



2.
The following is a DFT calculation (ωB97M-V/def2-TZVPD) of an isolated molecule of C4H9NO2.

Last column: natural (NBO) charge in e.
Element x y z (Å)
O: -0.639 1.880 -0.133  -0.75
H: -1.776 -0.191 0.813  0.21
C: -1.159 0.836 -0.958  -0.06
H: -1.915 -1.125 -0.680  0.22
H: 1.986 -2.242 0.045  0.48
H: -0.014 -2.253 0.027  0.19
C: 0.020 -1.168 0.110  -0.46
H: -2.156 1.123 -1.323  0.16
H: 2.370 0.786 1.359  0.39
H: -0.500 0.663 -1.823  0.17
N: 1.407 0.490 1.282  -0.84
C: -1.264 -0.436 -0.129  -0.44
H: -0.447 2.641 -0.692  0.48
C: 1.166 -0.702 0.645  0.51
H: 0.736 1.217 1.056  0.42
O: 2.249 -1.532 0.643  -0.68

Computed properties:
SMILES ... N/C(O)=C\CCO
DFT total energy ... -9878.338 eV
Frontier orbital gap ... 8.34 eV
E_HOMO ... -7.555 eV
Relative energy (zero: lowest compared OMol25 entry of this formula, charge and spin) ... 166.2 kJ/mol



3.
The following is a DFT calculation (ωB97M-V/def2-TZVPD) of a cluster of 2 separate species, C4H9NO2 in total.

Last column: natural (NBO) charge in e.
Element x y z (Å)
O: -0.468 1.169 -3.801  -0.53
N: -1.560 -0.385 -2.363  -0.79
H: -1.263 -0.796 -1.474  0.45
C: -0.126 0.997 0.580  -0.63
C: 1.640 -0.669 1.283  -0.63
H: -0.647 0.859 1.533  0.21
O: -0.354 -1.295 0.045  -0.74
H: -0.870 1.237 -0.186  0.22
H: 0.562 1.843 0.670  0.22
H: 1.130 -0.825 2.240  0.22
H: 1.158 -0.113 -0.741  0.16
C: 0.632 -0.267 0.215  0.09
H: 0.104 -2.131 -0.116  0.48
C: -0.958 0.405 -3.053  0.85
H: 2.160 -1.596 1.012  0.21
H: 2.397 0.111 1.411  0.22

Computed properties:
SMILES ... CC(C)O.N=C=O
DFT total energy ... -9879.230 eV
Frontier orbital gap ... 11.24 eV
E_HOMO ... -10.615 eV
Relative energy (zero: lowest compared OMol25 entry of this formula, charge and spin) ... 80.1 kJ/mol



4.
The following is a DFT calculation (ωB97M-V/def2-TZVPD) of an isolated molecule of C4H9NO2 at a distorted geometry.

Last column: natural (NBO) charge in e.
Element x y z (Å)
C: 0.058 -0.600 -0.779  0.01
H: 2.378 0.954 0.582  0.18
H: -0.113 0.239 2.271  0.22
H: -2.098 0.671 -2.250  0.25
C: 0.790 0.834 2.124  -0.66
H: 0.501 1.873 1.981  0.22
H: -1.638 -0.999 -2.637  0.19
H: 0.639 -1.415 0.031  0.33
H: -3.068 -0.627 -1.586  0.23
C: -2.044 -0.352 -1.849  -0.49
H: 0.457 -0.928 -1.751  0.18
H: 1.414 0.735 3.015  0.22
C: 1.551 0.298 0.922  0.37
O: 1.823 -0.975 0.921  -0.62
O: 0.608 0.604 -0.332  -0.49
N: -1.258 -0.312 -0.662  -0.14

Computed properties:
DFT total energy ... -9873.832 eV
Frontier orbital gap (spin up / spin down) ... 8.11 / 7.02 eV
E_HOMO (spin up / spin down) ... -9.595 / -9.313 eV
Relative energy (zero: lowest compared OMol25 entry of this formula, charge and spin) ... 601.0 kJ/mol



5.
The following is a DFT calculation (ωB97M-V/def2-TZVPD) of an isolated molecule of C4H9NO2.

Last column: natural (NBO) charge in e.
Element x y z (Å)
C: -0.961 1.721 -0.495  0.88
H: 0.736 -2.777 0.761  0.20
O: -1.306 0.427 -0.731  -0.54
H: -0.256 1.626 -2.381  0.40
H: 0.883 -1.652 2.124  0.21
H: 0.906 -0.868 -0.856  0.20
C: 0.637 -0.681 0.191  -0.43
H: -1.198 -0.155 1.254  0.20
C: -0.876 -0.500 0.267  -0.07
N: -0.538 2.274 -1.664  -0.84
H: -0.119 3.188 -1.634  0.40
H: -1.393 -1.434 0.025  0.19
C: 1.150 -1.813 1.074  -0.61
H: 1.124 0.260 0.477  0.21
O: -1.028 2.273 0.578  -0.63
H: 2.239 -1.888 1.009  0.22

Computed properties:
SMILES ... CCCOC(N)=O
DFT total energy ... -9879.728 eV
Frontier orbital gap ... 11.33 eV
E_HOMO ... -10.394 eV
Relative energy (zero: lowest compared OMol25 entry of this formula, charge and spin) ... 32.1 kJ/mol



6.
The following is a DFT calculation (ωB97M-V/def2-TZVPD) of an isolated molecule of C4H9NO2 at a distorted geometry.

Last column: natural (NBO) charge in e.
Element x y z (Å)
H: -1.725 1.718 -2.100  0.47
C: 0.329 0.749 -0.384  -0.24
H: 0.770 1.690 -0.058  0.21
C: -1.211 0.923 -0.397  -0.07
O: -1.641 1.992 -1.183  -0.71
C: 0.818 -1.671 -0.189  -0.41
H: 0.716 0.645 -1.400  0.20
H: 0.678 0.749 2.121  0.11
C: 0.615 -0.305 1.791  0.53
H: 1.423 -1.580 -1.091  0.19
H: -1.648 -0.047 -0.655  0.16
H: -1.497 1.106 0.641  0.17
H: 1.275 -2.359 0.505  0.24
H: -0.160 -1.994 -0.546  0.19
N: 0.747 -0.355 0.433  -0.44
O: 0.510 -1.263 2.513  -0.60

Computed properties:
SMILES ... CN(C=O)CCO
DFT total energy ... -9878.643 eV
Frontier orbital gap ... 9.99 eV
E_HOMO ... -9.353 eV
Relative energy (zero: lowest compared OMol25 entry of this formula, charge and spin) ... 136.8 kJ/mol